[1]
Formula: C28H63N5O7P2SSi2
Source: the Open Molecules 2025 dataset
Level of theory: wB97M-V/def2-TZVPD

Computed properties:
Frontier orbital gap   0.1607 Ha
HOMO   -5.458 eV

```
108
C28H63N5O7P2SSi2 wB97M-V/def2-TZVPD
C 2.75470 -1.29206 2.77087
C 1.83324 -0.32148 3.51484
P 0.18991 0.45223 3.10389
C 0.13087 1.99167 4.06920
C 0.45887 1.61461 5.53000
N -0.89795 0.39819 1.54740
N -0.20121 0.31069 0.24361
C -0.93836 -0.00887 -0.98659
C 1.22885 0.17369 0.16536
C 1.82558 -0.84988 -0.73911
O 1.87022 0.98035 0.75509
C -1.63792 1.78917 1.41627
C -0.84630 3.10425 1.31307
C 0.26364 3.47736 0.30271
C 0.18387 2.87670 -1.11014
C 1.68294 3.49311 0.91231
C -2.82386 1.90447 2.46146
N -2.92138 3.21457 3.10892
C -3.94224 4.05690 2.47510
C -3.18418 3.10058 4.54791
C -4.56428 2.72469 4.99927
O -2.31099 3.35512 5.29276
O -2.72758 0.98136 3.51189
C -2.76351 -0.39029 3.17193
C -4.26132 -0.75960 3.06614
P -2.18294 -1.28726 4.75155
O -3.22698 -2.51761 4.73734
O -0.78209 -2.03944 4.64629
S -2.30914 -0.17367 6.30537
C -2.06103 -0.69425 1.79091
O -3.03881 -0.55381 0.82198
N -1.62172 -2.09315 1.80836
C -0.30199 -2.49574 1.34762
C -2.54532 -3.05752 1.14684
C -3.13329 -4.11765 2.01910
O -2.63442 -3.04352 -0.02216
H 2.33601 -2.29198 2.62726
H 3.61907 -1.43828 3.43140
H 3.14066 -0.89478 1.84061
H 1.61205 -0.76414 4.49462
H 2.46262 0.55583 3.73995
H -0.81642 2.51569 4.01243
H 0.89517 2.69030 3.70093
H -0.17815 2.21988 6.18183
H 1.51210 1.79988 5.75188
H 0.22843 0.56932 5.76661
H -1.81988 0.63079 -1.10428
H -1.23203 -1.05737 -1.09705
H -0.29254 0.28132 -1.81872
H 1.90240 -1.83426 -0.27663
H 1.28986 -0.95834 -1.68177
H 2.84682 -0.54279 -0.98927
H -2.13743 1.71034 0.44718
H -0.55138 3.46938 2.29521
H -1.67605 3.77598 1.05566
H 0.06632 4.54657 0.13723
H 0.39850 3.65454 -1.85123
H -0.82816 2.52294 -1.35054
H 0.90115 2.06956 -1.28312
H 2.44649 3.33247 0.14597
H 1.81859 2.71791 1.66631
H 1.86144 4.45570 1.40268
H -3.76499 1.72331 1.91050
H -3.58648 4.42264 1.50843
H -4.89947 3.53433 2.32911
H -4.12308 4.93531 3.10280
H -4.43586 2.05109 5.85409
H -5.14835 2.21878 4.22904
H -5.09362 3.61727 5.35039
H -4.77147 -0.03315 2.43250
H -4.44909 -1.76457 2.70053
H -4.68747 -0.68613 4.07193
H -2.88868 -3.23180 5.29970
H -0.48396 -2.13647 3.73191
H -2.88727 0.13094 0.17441
H 0.46678 -1.88442 1.80658
H -0.13012 -3.53032 1.67908
H -0.21572 -2.47741 0.26260
H -4.16106 -3.86911 2.29659
H -2.54298 -4.28075 2.92022
H -3.15815 -5.03653 1.42245
C 0.97054 -3.04095 -8.31600
Si 2.59606 -2.51553 -7.49585
C 3.78128 -2.12307 -8.92998
C 3.27945 -4.10099 -6.68745
N 2.32490 -1.25830 -6.44624
Si 3.36033 -0.41995 -5.47426
C 4.73619 0.54899 -6.35341
C 4.21055 -1.49035 -4.13982
C 2.37855 0.89249 -4.49664
H 1.11189 -3.87042 -9.01708
H 0.24888 -3.35815 -7.55859
H 0.53992 -2.20164 -8.86763
H 3.76742 -2.90854 -9.69338
H 4.81481 -2.02375 -8.58482
H 3.48916 -1.18404 -9.40626
H 2.68120 -4.35865 -5.80925
H 4.31893 -3.97617 -6.36920
H 3.25123 -4.95159 -7.37717
H 5.49094 -0.12352 -6.77009
H 5.25532 1.24026 -5.67921
H 4.30778 1.13325 -7.17053
H 3.46573 -2.11306 -3.63447
H 4.70633 -0.86316 -3.38566
H 4.97532 -2.14484 -4.56466
H 1.59786 0.41110 -3.89415
H 1.89801 1.59541 -5.18008
H 3.03293 1.46179 -3.82349
```

[2]
Formula: C28H52N5O4OsSeSi
Source: the Open Molecules 2025 dataset
Level of theory: wB97M-V/def2-TZVPD

Computed properties:
Frontier orbital gap (alpha / beta)   0.2273 / 0.2306 Ha
HOMO (alpha / beta)   -16.021 / -15.988 eV
Charge   +3

```
92
C28H52N5O4OsSeSi wB97M-V/def2-TZVPD
Os 0.48299 0.87697 1.27023
O 0.47712 -0.30364 3.22220
C 0.54441 0.79393 3.81305
O 0.52004 1.83889 3.08436
C 0.64135 0.94379 5.30546
N 0.66996 -0.41930 5.96317
C -0.43983 -0.45251 7.01421
C -0.67032 1.01574 7.31531
C -0.55229 1.67353 5.94338
H 1.58204 1.44476 5.53900
H 1.57694 -0.58014 6.40329
H 0.54991 -1.15149 5.25509
H -0.10613 -1.06413 7.84805
H -1.29953 -0.92208 6.53933
H 0.09629 1.39212 7.99457
H -1.63676 1.18051 7.78529
H -0.37187 2.74437 5.98584
H -1.45491 1.50502 5.35221
C 4.66302 -4.05576 -3.15119
C 5.12647 -3.30689 -1.91028
C 4.10121 -3.39047 -0.78508
C 4.48423 -2.62705 0.47494
N 4.66159 -1.18429 0.24679
C 3.70368 -0.24594 0.13225
Se 1.87606 -0.78562 0.35943
N 4.25525 0.92472 -0.18914
C 3.58566 2.21104 -0.38297
C 3.85514 3.18806 0.74563
C 3.36499 2.71922 2.11087
C 4.26577 1.71885 2.82751
C 5.63113 0.74951 -0.29871
C 6.64866 1.63990 -0.63940
C 7.92440 1.12212 -0.67276
C 8.18635 -0.22872 -0.38190
C 7.18022 -1.11247 -0.06122
C 5.88831 -0.58964 -0.02721
H 5.39379 -3.97568 -3.95330
H 3.71843 -3.65433 -3.52226
H 4.51892 -5.11572 -2.94093
H 5.32181 -2.26044 -2.16474
H 6.07519 -3.72343 -1.55972
H 3.96048 -4.43320 -0.48748
H 3.12718 -3.04766 -1.15004
H 5.43489 -2.97964 0.87291
H 3.74534 -2.74220 1.26877
H 2.52204 2.00342 -0.46209
H 3.91429 2.59936 -1.34788
H 3.35677 4.11849 0.47212
H 4.91916 3.42580 0.79941
H 2.34326 2.30992 2.00706
H 3.24627 3.59886 2.74566
H 4.24018 0.71895 2.38862
H 3.97836 1.62492 3.87448
H 5.30411 2.05252 2.81764
H 6.45749 2.67347 -0.88506
H 8.75020 1.76723 -0.93624
H 9.20693 -0.58136 -0.42309
H 7.38978 -2.15279 0.13785
C -0.66189 -2.73496 1.35779
N -1.93994 -2.04261 1.42645
C -2.75136 -2.33499 2.60681
C -2.12542 -0.89187 0.74867
O -1.17390 -0.04413 0.49434
N -3.31018 -0.61431 0.22838
C -4.37626 -1.61597 0.11602
C -3.64166 0.68514 -0.35590
H -0.85814 -3.79652 1.50887
H 0.04967 -2.40216 2.11406
H -0.24112 -2.62713 0.36074
H -2.24069 -1.98611 3.50876
H -2.91008 -3.40957 2.68140
H -3.72013 -1.85121 2.54937
H -3.95782 -2.61624 0.17762
H -4.85330 -1.48416 -0.85236
H -5.12674 -1.47398 0.89361
H -2.77333 1.33117 -0.37218
H -4.44688 1.14403 0.21772
H -3.98503 0.52091 -1.37590
C -2.01239 3.61279 1.05053
Si -0.46452 3.81814 0.02051
C -0.82004 4.03226 -1.78110
C 0.64674 5.11983 0.73297
O 0.43623 2.32131 0.13254
H -2.31243 4.59932 1.41251
H -1.88723 2.98553 1.93551
H -2.84758 3.21983 0.46972
H -1.44101 4.92434 -1.90342
H -1.36303 3.20004 -2.22678
H 0.08561 4.18968 -2.36673
H 0.09081 6.06131 0.75704
H 1.53142 5.29173 0.12014
H 0.96574 4.91061 1.75346
```

[3]
Formula: CH2NO3S
Source: the Open Molecules 2025 dataset
Level of theory: wB97M-V/def2-TZVPD

Computed properties:
Frontier orbital gap   0.2472 Ha
ΔE to the lowest compared entry with this formula, charge and spin   100.92 kcal per mole
HOMO   -3.580 eV
Charge   -1

```
8
CH2NO3S wB97M-V/def2-TZVPD
C 0.54770 0.48972 1.21347
N 0.25046 -2.51168 0.93131
O -0.79052 -3.22986 0.89398
O 1.37200 -3.05041 0.56271
O 0.77221 2.91623 0.91871
S -0.22063 1.91434 1.23496
H 1.56180 0.61558 0.80551
H 0.18579 -0.51129 1.45592
```

[4]
Formula: Cl2H4Si2
Source: the Open Molecules 2025 dataset
Level of theory: wB97M-V/def2-TZVPD

Computed properties:
Frontier orbital gap (alpha / beta)   0.2444 / 0.2688 Ha
ΔE to the lowest compared entry with this formula, charge and spin   71.95 kcal per mole
HOMO (alpha / beta)   -8.348 / -8.665 eV

```
8
Cl2H4Si2 wB97M-V/def2-TZVPD
Si -1.79295 -0.37084 -0.87770
Si 1.82576 0.31206 0.47478
Cl -2.98547 -1.98829 -0.74633
Cl 2.38910 1.97609 1.61952
H -1.81505 0.60759 -1.95903
H -2.11582 0.49487 0.20754
H 3.09058 -0.27070 -0.27187
H 1.40384 -0.76076 1.55309
```